Entry 1:
This record from OMol25 describes a 2-piece molecular cluster, C3H6INO4 overall at a distorted geometry. The level of theory is the ωB97M-V functional and the def2-TZVPD basis.

XYZ file:
```
15
Properties=species:S:1:pos:R:3:forces:R:3
C -1.0968 1.0068 -0.2038 -1.9 0.3 1.2
C -0.2445 -0.8290 1.2673 -2.0 2.5 -1.2
H -1.8504 1.0618 -1.0432 0.4 0.2 1.2
H -0.4385 -0.1309 2.1082 0.2 -0.6 -0.5
H -0.2987 2.6876 -0.5056 0.8 -0.6 -0.3
H 0.5401 -2.3555 0.6869 -0.2 -0.3 0.1
O 0.0672 -2.4127 -0.8292 0.0 0.8 -0.4
I 2.8880 0.8919 0.6554 0.0 -0.6 2.0
O 0.3858 -1.8930 1.5665 0.6 -0.8 0.2
C -0.7462 -0.4125 -0.0001 2.2 -1.5 3.2
H -1.5929 1.3520 0.9187 1.3 -0.6 -3.3
N -0.3527 -1.2498 -1.0508 -0.8 1.0 -2.4
O 0.0465 1.7711 -0.5873 -1.3 1.0 0.7
H 3.1831 1.2832 -0.7899 0.3 0.5 -1.8
O -0.4900 -0.7711 -2.1933 0.4 -1.3 1.4
```
Positions in Å, forces in eV/Å.

**Multiplicity**: 1
**SMILES string**: O=[N+]([O-])/C(=C\O)CO.I
**HOMO-LUMO gap**: 0.332 Ha
**Energy above the lowest of the compared OMol25 structures with the same formula, charge and spin**: 0.000 eV
**Charge**: 0
**E**: -771.16430 Eh

---

Entry 2:
This record from OMol25 describes C3H6InLiO5 as an isolated structure at a distorted geometry. The level of theory is the ωB97M-V functional and the def2-TZVPD basis.

XYZ file:
```
16
Properties=species:S:1:pos:R:3:forces:R:3
H -0.3202 -0.0491 -2.0997 -0.1 -0.2 0.2
O -2.4876 0.2256 1.3148 0.8 -0.1 -0.4
H -2.0550 -1.3946 -0.6157 -0.2 0.3 -1.0
In 2.7959 -1.3693 -2.4930 5.0 2.5 2.1
O -1.9327 -1.2530 -1.5850 0.6 -0.2 0.9
C -2.7183 1.0732 0.4050 -0.3 0.0 0.9
H 0.0331 -1.3800 -0.9244 -0.1 0.1 -0.3
C -0.1007 -1.9925 -2.9683 -2.3 -0.2 -0.2
O -2.0835 2.1499 0.2982 0.5 0.3 0.1
C -0.5587 -1.0966 -1.8229 -0.1 0.2 0.7
H -4.1116 1.6269 -0.7515 0.3 0.0 -0.2
Li -1.1214 1.5555 1.9045 -0.8 -0.1 -0.5
H -0.5325 -3.0013 -2.7985 0.6 0.4 0.1
O -3.7348 0.8005 -0.4250 -0.4 -0.1 0.1
H -0.5690 -1.6073 -3.8977 0.6 -0.1 0.3
O 1.2710 -2.0393 -3.0640 -4.0 -2.8 -2.6
```
Positions in Å, forces in eV/Å.

**Multiplicity**: 2
**HOMO-LUMO gap (alpha / beta)**: 0.268 / 0.130 Ha
**Charge**: +1
**E**: -691.48368 Eh

---

Entry 3:
This record from OMol25 describes C3H6InO as an isolated structure at a distorted geometry. The level of theory is the ωB97M-V functional and the def2-TZVPD basis.

XYZ file:
```
11
Properties=species:S:1:pos:R:3:forces:R:3
In 1.3129 1.8633 -3.7108 0.2 0.3 -0.8
H -0.5260 -0.2017 1.9817 0.3 -0.2 -0.3
H 0.7543 1.1204 1.8229 0.3 -0.1 -0.8
H 0.8203 -1.5560 -1.0375 0.1 0.8 0.0
H -1.0537 1.4113 1.3837 0.3 0.1 -0.5
C -0.0709 -1.3003 -0.4404 -0.2 -2.8 1.3
C -0.0479 0.2670 -0.1645 0.1 -1.4 -1.5
H -1.0338 -1.5900 -0.9113 -0.1 0.9 -0.1
C -0.2027 0.7077 1.4636 -1.4 0.3 3.5
H -0.0276 -1.8144 0.5221 0.1 0.1 0.0
O 0.0751 1.0927 -0.9093 0.3 2.0 -0.8
```
Positions in Å, forces in eV/Å.

**Multiplicity**: 1
**HOMO-LUMO gap**: 0.157 Ha
**Energy above the lowest of the compared OMol25 structures with the same formula, charge and spin**: 0.471 eV
**Charge**: +3
**E**: -381.77468 Eh

---

Entry 4:
This record from OMol25 describes C3H6IrO4 as an isolated structure at a distorted geometry. The level of theory is the ωB97M-V functional and the def2-TZVPD basis.

XYZ file:
```
14
Properties=species:S:1:pos:R:3:forces:R:3
H -0.9808 0.7607 -2.1054 -0.1 0.1 0.2
O -0.5059 -0.5445 0.7129 2.5 0.6 0.3
O 1.9794 -1.6105 0.0761 0.9 3.4 2.9
Ir 1.9826 2.3108 1.6355 1.2 2.9 0.7
H -1.7772 1.7214 -0.8009 0.2 -0.1 -0.1
C -1.1117 0.8829 -1.0267 -1.1 -0.2 -0.8
H -1.4482 -1.2993 -0.9683 0.1 0.1 0.2
H 1.5633 -2.4203 0.3880 0.0 -0.3 0.3
O 0.1793 1.1864 -0.4608 2.2 -0.9 1.0
O 1.3650 0.5680 1.3004 1.0 -1.7 0.9
C 0.4894 0.2695 0.4422 -5.9 -0.3 -1.6
H -2.4808 -0.3696 0.1706 0.3 -0.1 0.0
C -1.5035 -0.4212 -0.3180 -0.9 0.0 -0.7
H 2.2488 -1.0343 0.9543 -0.4 -3.4 -3.2
```
Positions in Å, forces in eV/Å.

**Multiplicity**: 6
**HOMO-LUMO gap (alpha / beta)**: 0.379 / 0.194 Ha
**Energy above the lowest of the compared OMol25 structures with the same formula, charge and spin**: 0.000 eV
**Charge**: +2
**E**: -522.18627 Eh

---

Entry 5:
This record from OMol25 describes C3H6LiO4 as an isolated structure at a distorted geometry. The level of theory is the ωB97M-V functional and the def2-TZVPD basis.

XYZ file:
```
14
Properties=species:S:1:pos:R:3:forces:R:3
Li 0.7955 -2.9526 -0.4739 -0.2 -0.2 0.0
C 3.7636 1.5371 -1.9392 1.1 0.3 1.0
H 2.0956 2.3353 -3.2692 0.2 -0.3 0.4
H 3.5319 3.1733 -4.9301 0.1 -0.1 -0.3
O 3.0559 1.6724 -0.8138 0.9 -1.8 2.7
H 3.5563 0.5795 -2.4277 -0.3 0.3 -0.8
O 3.8572 2.5999 -4.2166 0.7 0.0 0.1
C 1.9031 -0.2746 0.4080 3.4 -3.1 3.2
O 1.4700 -1.1689 -0.2235 -1.2 1.6 -0.8
C 3.1332 2.6783 -3.1169 -1.9 0.6 -0.6
O 2.6578 0.0894 1.2497 -2.4 1.2 -2.1
H 3.5018 1.3198 0.1464 -0.9 2.0 -3.2
H 4.8168 1.8338 -1.8728 -0.1 -0.2 0.0
H 3.1616 3.6491 -2.5893 0.6 -0.4 0.4
```
Positions in Å, forces in eV/Å.

**Multiplicity**: 2
**HOMO-LUMO gap (alpha / beta)**: 0.377 / 0.239 Ha
**Energy above the lowest of the compared OMol25 structures with the same formula, charge and spin**: 0.000 eV
**Charge**: +2
**E**: -425.65817 Eh

---

Entry 6:
This record from OMol25 describes C3H6MnNO4S as an isolated structure at a distorted geometry. The level of theory is the ωB97M-V functional and the def2-TZVPD basis.

XYZ file:
```
16
Properties=species:S:1:pos:R:3:forces:R:3
Mn -1.3175 0.1394 -0.1899 -0.8 0.7 -0.3
H 1.4029 -0.9310 1.6452 0.0 -0.1 -0.2
N -2.2891 1.4143 -1.3619 -0.7 0.7 -0.1
H 0.9933 1.1041 0.8306 -0.1 -0.1 -0.2
H 2.2960 -2.1071 0.6239 -0.2 0.2 0.0
H 1.1763 1.3897 -1.0277 0.0 -0.2 0.2
C 1.4131 -1.4577 0.6781 0.0 -0.2 0.5
O 1.5499 -0.5010 -0.3733 0.0 0.0 -0.4
O -2.1735 3.9466 -1.8882 -0.6 -1.3 1.2
H 0.2294 -2.8429 -0.4491 -0.1 0.2 0.2
H 0.1433 -3.0250 1.3142 -0.1 0.2 -0.2
O -1.4416 3.1271 0.3269 -1.0 -0.2 -0.9
C 0.9994 0.7056 -0.1943 0.7 0.5 0.2
O -1.0102 -1.5085 0.5255 0.2 -0.8 0.4
C 0.1350 -2.2744 0.4982 0.5 -0.6 0.0
S -2.1066 2.8208 -0.9582 2.3 1.1 -0.4
```
Positions in Å, forces in eV/Å.

**Multiplicity**: 7
**HOMO-LUMO gap (alpha / beta)**: 0.284 / 0.308 Ha
**Energy above the lowest of the compared OMol25 structures with the same formula, charge and spin**: 0.019 eV
**Charge**: 0
**E**: -2022.67989 Eh